Molecular formula: C33H32AuBrN8S2
Method: DFT, the ωB97M-V functional and the def2-TZVPD basis

XYZ file:
```
77
Properties=species:S:1:pos:R:3:forces:R:3:lowdin_spin:R:1
N -2.04923 -2.01328 -1.69509 0.0 0.0 -0.1 0.001
C -2.26806 2.10579 1.28932 0.1 0.0 0.0 0.060
N -3.10361 1.21391 1.77125 0.0 -0.1 0.0 0.133
H -2.93692 -2.50518 3.48166 0.0 0.0 0.0 0.001
C 0.90871 2.75985 -0.14309 0.0 0.0 0.0 0.017
C -1.01488 -1.60083 -2.46637 0.0 0.0 0.1 0.006
C 3.23320 0.10740 -4.47748 0.0 0.0 0.0 0.013
C 2.25874 0.14735 2.68299 0.0 0.0 0.0 0.005
C -2.90187 -5.02608 -4.63381 0.1 0.0 0.0 0.000
C -2.21202 -2.10478 -0.29666 -0.1 0.0 0.0 0.025
C -3.40547 -2.73008 0.12370 0.0 0.0 0.0 0.008
H 3.18403 -0.30662 -0.87724 0.0 0.0 0.0 0.000
C 2.18335 0.99249 -4.27723 0.0 0.0 0.0 -0.001
H -4.56375 -3.33376 1.80552 0.0 0.0 0.0 0.000
H -0.36265 -1.63804 -4.37767 0.0 0.0 0.0 0.000
C -3.65039 -2.85071 1.48191 0.0 0.0 0.0 -0.006
N -1.03893 1.81349 0.90809 0.0 -0.1 0.0 0.024
H -3.40976 -1.22339 -4.97103 0.0 0.0 0.0 0.000
C -3.28576 -2.29553 -4.88237 0.0 0.0 0.0 0.000
C -4.25471 -3.16885 -5.35200 0.0 0.0 0.0 0.000
Au 0.32159 -0.45896 0.10928 0.1 -0.1 0.0 0.458
H -3.94935 -4.03016 -1.52134 0.0 0.0 0.0 0.000
C -2.74101 -2.38311 2.42416 0.0 0.0 0.0 0.008
H 2.08716 -2.46852 -2.59705 0.0 0.0 0.0 0.001
H -0.86976 5.05568 0.08654 0.0 0.0 0.0 0.010
C 3.20389 -1.14769 -3.88136 0.0 0.0 0.0 -0.001
S 3.15734 3.28537 -1.19088 0.0 0.0 0.0 0.059
N 0.01959 -0.95722 -1.99493 0.0 0.0 -0.1 0.115
C 2.66333 -2.43820 3.42171 0.0 0.0 0.0 0.002
H -0.45118 1.58751 -2.29934 0.0 0.0 0.0 -0.001
H -0.85459 -1.42802 2.72686 0.0 0.0 0.0 0.006
C -1.91364 -4.16980 -4.15887 -0.1 0.0 0.0 0.000
C 1.86126 -2.08663 2.35372 0.0 0.0 0.0 0.005
H -0.65420 -5.78251 -3.51763 0.0 0.0 0.0 0.000
H 4.06134 0.38843 -5.11473 0.0 0.0 0.0 0.001
H 4.35220 0.72361 -1.57739 0.0 0.0 0.0 0.000
N 3.56042 0.62733 -0.96184 0.0 0.0 0.0 0.024
C -1.29372 -1.62569 0.62971 0.0 0.0 0.1 0.179
H -0.90802 1.30744 -3.96536 0.0 0.0 0.0 0.001
C 1.08560 0.65514 -3.48684 0.1 0.0 0.0 0.011
H -2.75693 -6.09570 -4.54554 0.0 0.0 0.0 0.000
H -4.80544 -5.22720 -5.58864 0.0 0.0 0.0 0.000
C -2.13169 -2.79556 -4.29553 0.1 0.0 0.0 0.000
H -5.24061 -3.72372 -0.37032 0.0 0.0 0.0 0.000
H 1.34616 -2.84506 1.77715 0.0 0.0 0.0 0.001
C -1.56855 -1.78258 1.99146 0.0 0.0 0.0 0.030
C 1.07770 -0.60337 -2.87540 0.0 0.0 0.0 0.002
N 1.66265 -0.81760 1.97954 0.0 0.0 0.0 0.072
H 2.79859 -3.47700 3.68546 0.0 0.0 0.0 0.000
C 2.13042 -1.49663 -3.07616 0.0 0.0 0.0 0.012
H -2.78278 -2.45485 -2.22969 0.0 0.0 0.0 0.000
H 2.07322 1.16439 2.35955 0.0 0.0 0.0 0.001
C -4.05804 -4.53574 -5.22323 0.0 0.0 0.0 0.000
C 1.64855 3.81521 -0.61041 0.0 0.0 0.0 0.147
C -0.41270 2.87772 0.40722 0.0 0.1 0.0 0.091
H -2.80243 0.23848 1.83162 0.0 0.0 0.0 0.002
C 2.71607 1.64513 -0.78275 0.0 -0.1 0.0 0.017
H 0.22626 -4.36449 -4.08084 0.0 0.0 0.0 0.000
H -4.79092 -2.47821 -1.52587 0.0 0.0 0.0 0.000
S -2.69651 3.81252 1.08073 0.0 0.0 0.0 0.124
C -1.16906 4.07817 0.43004 0.1 0.0 0.0 0.325
H 0.21054 2.61470 -3.59455 0.0 0.0 0.0 0.000
H -5.15087 -2.78347 -5.81833 0.0 0.0 0.0 0.000
H 3.52927 0.70950 4.31484 0.0 0.0 0.0 0.000
C 3.07217 -0.10400 3.77051 0.0 0.0 0.0 0.002
H -0.54154 -4.34944 -2.49589 0.0 0.0 0.0 0.000
H 4.00763 -1.85254 -4.04955 0.0 0.0 0.0 0.000
C -0.65518 -4.69458 -3.52694 0.0 0.0 0.0 0.000
C 3.28078 -1.42524 4.14228 0.0 0.0 0.0 -0.001
N 1.52364 1.52690 -0.25014 -0.1 0.0 0.0 0.000
H 1.38562 4.86039 -0.62527 0.0 0.0 0.0 0.004
C -4.39485 -3.26515 -0.87686 0.0 0.0 0.0 0.002
C -0.07281 1.59777 -3.32336 0.0 0.0 0.0 0.001
H 2.20253 1.96165 -4.76260 0.0 0.0 0.0 0.000
N -1.14877 -1.87390 -3.79069 -0.1 0.0 0.0 0.001
Br 4.37707 -1.83309 5.60114 0.0 0.0 0.0 0.000
H -4.03758 1.45259 2.06589 0.0 0.0 0.0 0.002
```
Positions in Å, forces in eV/Å.

Output
<S²>: 2.029
2S+1: 3
Charge: +2
Lowest unoccupied orbital energy (alpha / beta), eV: -6.03 / -8.63
Orbital gap (alpha / beta), eV: 5.96 / 4.32
HOMO energy (alpha / beta), eV: -11.99 / -12.95